No. 1
C37H60N11O9 | the ωB97M-V functional and the def2-TZVPD basis

Structure (XYZ):
```
117
Properties=species:S:1:pos:R:3:forces:R:3:mulliken_charge:R:1
C 2.75100 4.85500 53.58600 -3.758 0.582 0.688 -2.037
C 2.29000 3.95900 52.45300 4.302 -2.916 0.534 1.907
C 2.32200 2.40000 52.81800 -4.307 2.658 2.891 -2.315
C 1.23300 2.02700 53.84300 -0.979 -1.027 -1.774 -1.049
C -0.08100 2.89700 53.68700 3.798 0.316 0.812 -1.367
C -0.24200 3.55300 52.34600 -1.927 -0.678 -0.139 2.008
N 0.99100 4.35000 51.90700 -0.677 1.322 -4.092 1.792
O 0.87900 5.14800 50.95000 0.662 -3.076 4.295 -0.110
C -1.36800 4.53500 52.45700 -3.215 -1.293 -1.049 -1.862
C -0.65300 2.55900 51.28200 1.466 -0.923 -4.240 -1.442
C 3.39700 3.84700 51.36200 -2.398 2.015 -1.894 -1.839
H 3.35900 4.54000 54.34700 2.076 -2.300 1.197 0.526
H 1.91500 5.10800 54.26000 -0.278 0.174 -0.482 0.332
H 3.18400 5.77300 53.36700 0.488 1.711 -1.477 0.342
H 3.24800 2.09200 53.12000 2.624 -0.139 0.949 1.429
H 2.07000 1.80400 52.05500 -0.582 -1.523 -3.745 0.160
H 1.64200 2.18000 54.77800 0.457 0.195 2.312 0.450
H 0.91500 0.91500 53.76600 0.863 1.732 0.010 0.493
H -0.02700 3.69300 54.44100 -0.443 -0.417 0.089 0.188
H -0.75800 2.12600 53.89800 -2.053 -0.075 0.024 0.629
H -1.14000 5.21600 53.18100 0.685 2.436 1.667 0.384
H -2.32100 4.04700 52.89500 1.683 0.219 -0.783 0.009
H -1.72100 4.98100 51.51300 0.533 0.010 0.339 0.473
H -0.49900 2.95300 50.22600 0.165 0.180 1.178 0.124
H -1.67500 2.27200 51.12900 -1.040 0.536 1.258 0.447
H -0.17000 1.57500 51.14400 0.578 0.489 1.017 0.320
H 2.83400 3.22400 50.57400 2.129 0.735 0.647 0.050
H 4.45600 3.79100 51.61000 -0.329 -1.774 0.850 0.613
H 3.54600 4.85500 51.02400 -0.685 0.881 -1.244 0.224
N 7.37500 5.78000 56.50100 -2.759 0.665 2.840 0.032
C 7.04900 6.29400 55.33800 -4.288 -0.078 -3.062 -0.698
C 5.46900 6.24000 55.25400 2.863 1.488 -0.038 -0.036
C 5.06200 5.90000 56.58000 5.801 -0.676 1.235 -0.042
C 6.35300 5.61900 57.44400 -2.457 0.556 -3.581 -0.736
H 8.20700 5.50100 56.88500 3.061 -0.151 0.120 0.129
H 7.76800 6.61000 54.53000 -0.916 -0.698 1.234 0.333
H 4.83700 6.67000 54.28900 1.888 -1.289 3.075 0.163
H 4.17500 5.72300 57.08100 -1.967 0.053 0.223 0.583
H 6.66100 5.32500 58.50500 -1.037 0.337 -1.894 0.261
N -0.14200 10.35900 52.57500 -2.020 3.121 0.013 -0.050
C 0.78100 9.60500 51.97100 1.489 -3.905 0.392 -0.511
C 0.84700 8.36800 52.69500 -2.722 1.108 -0.238 0.083
C -0.33400 8.33200 53.65500 2.886 4.344 -2.055 -0.140
C -0.75900 9.73100 53.66800 1.531 -3.452 -2.375 -1.183
H -0.53300 11.30600 52.19500 1.311 -2.576 1.117 0.307
H 1.32200 9.64600 50.98000 -0.911 1.049 1.485 0.240
H 1.55300 7.58400 52.41000 -0.528 0.117 0.197 0.289
H -0.66600 7.46400 54.16800 -0.170 -0.113 0.816 0.479
H -1.43400 10.31300 54.22400 -0.891 0.192 0.609 0.459
N 5.33600 2.77300 47.23300 -1.363 2.257 -1.556 0.042
C 5.33100 3.26100 48.48800 1.825 2.737 0.888 -0.273
C 5.48000 4.86500 48.42000 -1.732 -6.044 -1.116 -0.693
C 5.22300 5.20900 47.10100 -0.671 -12.479 1.883 -0.896
C 5.11000 3.82000 46.29400 1.143 2.422 0.474 -0.832
H 5.42200 1.74400 47.07500 -0.282 1.683 -0.258 0.320
H 5.47800 2.44300 49.25600 -0.129 1.757 -0.441 0.390
H 5.56300 5.45200 49.28300 0.194 0.728 0.961 0.582
H 5.38800 6.00500 46.64300 0.921 7.047 -3.915 1.079
H 5.09300 3.71000 45.11200 0.115 -0.049 3.061 0.324
N -5.09300 1.32300 57.58800 -0.640 5.012 -4.794 -0.038
C -3.94300 1.49000 56.77300 -4.785 3.872 -1.684 -0.470
C -4.38900 2.64700 55.73200 1.541 -3.286 1.136 0.135
C -5.75800 2.97300 55.97900 1.172 -2.940 2.785 -0.493
C -6.20000 2.13500 57.21000 1.972 1.900 -3.307 -0.426
H -5.31500 0.65300 58.21300 0.046 -2.756 2.534 0.177
H -3.15200 0.80200 56.93700 0.762 -0.007 -0.253 0.392
H -3.74600 2.98500 54.76200 -1.618 -0.909 2.845 0.067
H -6.28400 3.60600 55.24000 -0.109 -0.388 1.225 0.339
H -7.20700 2.20000 57.71800 1.698 -0.484 -0.498 0.323
N -4.60500 6.90600 48.68600 1.915 0.417 -1.579 -0.016
C -3.19900 6.78000 48.38400 -0.652 1.029 5.255 -0.672
C -2.48900 7.29600 49.64700 -4.149 -1.095 -1.202 -0.201
C -3.59300 7.79900 50.61200 -1.052 -1.162 -5.648 -0.493
C -4.92900 7.64200 49.79800 5.781 -1.108 1.852 -0.604
H -5.23900 6.51100 47.96600 0.285 0.860 1.143 0.261
H -2.92600 6.15100 47.51800 0.089 0.617 0.842 0.338
H -1.41700 7.08300 49.90200 -1.245 0.674 -0.444 0.551
H -3.39600 8.40200 51.50200 -0.343 -0.403 -0.352 0.416
H -5.93600 7.86100 50.05000 -0.501 0.123 0.210 0.430
N 6.71500 2.90900 55.59700 0.178 -5.326 0.217 0.187
C 7.92100 2.21900 55.50600 0.727 -1.545 -0.447 -0.146
C 7.56900 0.76100 55.21800 -4.537 8.313 2.000 -0.745
C 6.13400 0.59600 55.24000 4.801 13.513 2.994 -0.817
C 5.59100 2.07100 55.57400 10.285 -6.784 -2.694 -1.184
H 6.64300 3.86900 55.59600 -0.279 2.386 0.324 0.388
H 9.04200 2.80800 55.71700 -3.814 -1.996 -0.942 0.171
H 8.20400 0.04600 55.07100 3.782 -3.968 -0.786 0.584
H 5.84600 -0.25700 55.01900 -4.088 -7.547 -1.643 0.590
H 4.73600 2.43400 55.68900 -7.230 2.861 0.825 1.057
C 2.69000 -0.00700 47.79100 2.263 -1.738 2.012 -0.758
N 2.20700 0.76300 49.04500 -1.912 0.110 0.050 0.768
O 2.18200 0.16900 50.14400 0.469 1.576 -2.509 -0.516
O 1.68700 1.89200 48.82500 1.691 -2.598 0.746 -0.237
H 2.88000 -1.10100 48.01800 -0.870 1.308 0.320 0.341
H 3.71400 0.28200 47.51800 -0.526 0.732 0.196 0.072
H 2.04100 0.07700 46.97500 -1.181 0.636 -0.824 0.350
C 0.14900 6.28700 58.08900 1.634 -3.163 -0.758 -1.422
N 0.90700 6.05700 56.85200 -1.056 -1.728 1.206 0.982
O 0.70900 4.92100 56.41500 0.718 0.715 -0.831 -0.508
O 1.63000 6.90900 56.41400 0.021 -0.134 -0.249 -0.474
H 0.68200 6.58900 58.88000 3.170 0.716 2.607 0.476
H -0.52200 5.57800 58.45400 -0.426 -2.310 -0.330 0.421
H -0.43500 7.03500 58.02600 -4.080 5.891 -1.654 0.549
C 3.72000 8.50400 48.12800 -0.985 -3.820 -1.760 -0.875
N 3.08100 7.51600 49.13000 -3.160 0.896 -1.684 0.768
O 3.45900 7.44900 50.24500 1.890 0.218 2.053 -0.480
O 2.08000 6.89300 48.76500 0.874 0.447 -0.692 -0.395
H 4.68700 8.60700 48.48600 1.850 0.462 0.449 0.381
H 3.23300 9.43100 47.91600 -0.843 0.291 0.547 0.301
H 3.67400 7.82200 47.20100 0.377 1.468 1.134 0.251
C 1.39500 4.46300 46.62300 -0.789 4.163 -4.454 -0.288
N 0.15500 3.70300 46.65300 -3.874 -1.726 1.588 0.975
O -0.60300 3.83200 47.67900 2.441 0.158 -2.369 -0.514
O -0.16800 2.91900 45.75100 1.333 1.563 1.074 -0.581
H 2.04300 4.07300 47.27800 2.604 -2.257 2.101 0.022
H 1.23700 5.52200 47.18300 -0.040 -2.230 -2.095 0.144
H 1.86400 4.44500 45.38100 -1.609 0.280 4.278 0.265
```
Positions in Å, forces in eV/Å.

For the LUMO energy, the calculation gives -5.19 eV. As for the total charge: +1. The calculation puts the energy above the lowest of the compared OMol25 structures with the same formula, charge and spin at 80.1 kcal per mole. As for the frontier orbital gap: 0.14831 hartree. For the total energy, the calculation gives -2723.8438 Ha. For the highest occupied orbital energy, the calculation gives -9.224 eV.

No. 2
C37H61ClFN7O7PPtSTe | the ωB97M-V functional and the def2-TZVPD basis

Structure (XYZ):
```
118
Properties=species:S:1:pos:R:3:forces:R:3:mulliken_spin:R:1
Pt 0.59952 -1.21330 -0.69274 0.566 -2.074 1.741 1.443
C 5.71814 4.19104 -2.39418 -0.230 2.013 -0.532 0.002
C 5.50452 3.67059 -0.96446 1.562 0.248 0.719 0.000
N 4.33209 2.82485 -0.78017 -1.731 1.887 -1.042 0.025
C 4.37462 1.52603 -0.50347 0.348 -0.810 -0.628 0.020
C 3.39275 0.66274 -0.88102 -2.640 0.103 0.117 0.048
C 3.53731 -0.80182 -0.49076 1.402 -0.736 0.417 -0.008
O 4.60096 -1.07874 0.09101 -1.235 0.090 -0.635 0.038
O 2.62895 -1.67755 -0.81441 1.930 1.105 -0.097 0.072
C 2.13535 1.20368 -1.43249 -0.020 -2.180 -0.952 0.039
O 1.14808 0.43838 -1.82126 1.694 2.129 0.103 -0.029
C 1.99173 2.63546 -1.59127 0.261 0.575 1.635 -0.066
C 0.73563 3.25281 -1.79295 0.045 0.820 0.092 0.149
C 0.62871 4.62802 -1.63497 0.186 -0.348 -0.341 -0.034
F -0.53136 5.28862 -1.89134 0.040 -0.371 0.040 0.001
C 1.70908 5.43747 -1.26646 0.798 -0.553 -0.147 0.018
C 2.92641 4.82928 -0.99132 0.114 -0.484 -0.589 -0.008
C 3.08035 3.42987 -1.15612 0.765 0.157 0.391 0.029
N 1.66724 6.85594 -1.25671 -0.023 1.297 0.673 0.001
C 1.72650 7.50349 -2.59708 0.996 -2.117 0.723 0.001
C 1.93250 8.97690 -2.45749 -0.371 0.111 0.680 0.000
N 0.82209 9.45545 -1.51269 0.979 1.398 -0.455 0.000
C 1.02677 8.96815 -0.07371 1.151 -0.251 -0.971 0.000
C 0.84407 7.46607 -0.17600 0.127 -0.979 0.223 0.002
H 6.74910 4.54812 -2.62164 -0.411 -0.714 0.653 0.000
H 5.15164 5.13183 -2.61475 -0.021 -0.825 0.288 -0.001
H 5.44715 3.49215 -3.17553 -0.066 -0.414 0.083 0.000
H 5.44352 4.47683 -0.19071 0.381 -0.450 -0.800 -0.001
H 6.43699 3.10081 -0.77292 -0.871 -0.047 0.446 0.001
H 5.26167 1.13173 -0.02361 0.111 -0.036 -0.170 0.001
H -0.14836 2.66967 -2.01328 0.056 -0.161 -0.078 0.002
H 3.76660 5.47510 -0.71513 -0.473 -0.351 -0.043 0.000
H 0.84632 7.16288 -3.14172 -0.380 0.737 -0.500 0.001
H 2.59396 7.06155 -3.15993 -0.674 0.394 0.613 -0.001
H 1.77980 9.48759 -3.40991 0.137 0.053 0.139 0.000
H 2.88355 9.27787 -1.97602 -0.449 -0.382 -0.432 0.000
H -0.00596 9.03499 -1.92247 -0.678 0.365 0.227 0.000
H 0.84128 10.49209 -1.65245 -0.655 -0.971 0.671 0.000
H 0.32163 9.38976 0.63341 -0.187 0.314 -0.281 0.000
H 2.06503 9.28839 0.17670 -0.770 -0.362 -0.055 0.000
H -0.24432 7.23954 -0.20402 0.301 0.128 -0.549 -0.001
H 1.14073 6.99128 0.77822 0.137 0.310 -0.414 0.000
Te -1.69870 -0.43306 -1.35071 -0.106 3.608 0.061 0.696
C -3.00540 0.24807 0.18771 0.238 1.081 1.573 -0.015
C -2.66380 1.33883 1.03427 -0.646 -2.258 -0.237 0.037
C -3.59712 1.56540 2.08208 -1.321 -0.266 -1.374 0.010
C -4.75246 0.83190 1.90045 0.713 -0.092 1.071 0.018
S -4.53930 -0.39708 0.73369 0.398 0.534 -0.813 0.017
H -1.72533 1.83715 1.07120 0.691 0.237 -0.431 0.003
H -3.47851 2.29236 2.85772 0.168 0.291 0.222 0.000
H -5.64983 0.87198 2.51926 0.331 -0.162 -0.252 0.002
C -2.15497 -1.56732 -4.65823 0.382 -0.044 -0.733 0.015
N -3.52353 -1.66218 -4.23365 -1.426 -1.430 2.726 0.003
C -4.60181 -1.15232 -5.07089 -0.354 1.631 1.374 0.000
C -3.76902 -2.24258 -2.99920 0.228 0.053 0.417 0.035
N -2.95626 -2.06948 -1.94659 -1.268 -1.984 -1.320 0.211
N -4.86905 -3.00237 -2.78755 0.556 0.230 -1.876 0.003
C -5.45711 -3.80444 -3.86595 1.040 0.105 -0.645 -0.002
C -5.20936 -3.28176 -1.45601 -1.238 0.460 2.133 0.024
H -2.08329 -2.11181 -5.66780 0.439 0.763 1.464 0.001
H -1.50092 -1.97212 -3.82788 -0.612 0.295 -1.438 -0.005
H -1.97486 -0.49252 -4.76239 0.675 -0.212 -0.340 -0.002
H -4.28961 -0.13758 -5.40041 -0.132 -0.793 -0.371 0.001
H -5.57180 -0.94609 -4.53520 1.209 -0.451 0.067 -0.001
H -4.85431 -1.82995 -5.84053 -0.005 -0.471 -1.333 0.000
H -2.91402 -2.82896 -1.26018 -0.430 0.277 -0.451 -0.059
H -4.65008 -4.09923 -4.55966 -0.268 -0.016 0.280 0.000
H -6.12114 -3.19075 -4.44379 -0.702 0.055 -0.243 0.001
H -5.95677 -4.72100 -3.54117 0.140 0.403 0.354 0.000
H -5.24419 -2.32191 -0.85127 -0.037 -1.246 -0.703 -0.005
H -4.51375 -3.96724 -0.93450 -0.382 -0.010 -0.240 -0.007
H -6.22086 -3.70527 -1.50446 0.314 -0.034 0.523 0.000
C -0.61624 -5.45444 0.01565 0.308 -0.729 -1.028 0.010
C -0.78302 -5.07258 1.44516 -1.089 1.853 0.151 0.064
C -2.21886 -4.51041 1.48771 -0.204 0.036 0.500 -0.008
C -0.72115 -6.27798 2.36862 0.016 0.216 0.405 0.006
P 0.48156 -3.62426 1.73115 -0.738 -2.487 4.329 0.012
N 0.52699 -2.72876 0.44444 -0.629 1.722 -1.872 1.058
C -0.21148 -2.59881 3.32151 0.430 1.213 -1.097 0.025
C -0.79357 -3.47248 4.38941 -0.503 -0.869 0.215 0.000
C -1.41646 -1.76661 2.80645 0.719 1.027 -1.520 -0.016
C 0.78957 -1.54920 3.92526 1.083 -2.393 1.688 0.006
C 2.10539 -4.56458 2.08293 -0.143 0.615 1.155 0.085
C 3.14878 -3.47946 2.09660 1.279 0.687 1.308 0.026
C 2.12299 -5.17905 3.52823 0.648 -0.143 -1.456 0.002
C 2.46426 -5.50319 0.96379 0.604 -0.569 -1.180 -0.002
H -1.55084 -5.91110 -0.32622 0.252 -0.020 -0.244 0.003
H 0.16899 -6.17360 -0.04030 0.424 -0.717 -0.442 0.004
H -0.30561 -4.65193 -0.65235 -0.391 0.172 0.008 -0.018
H -2.93201 -5.25658 1.09998 0.393 0.096 -0.045 0.005
H -2.26135 -3.62379 0.86282 -0.298 0.300 -0.001 0.002
H -2.56662 -4.28604 2.49716 0.019 0.191 -0.275 0.001
H -1.71513 -6.75369 2.34518 0.375 0.018 0.067 -0.003
H -0.47780 -6.01478 3.40990 -0.254 -0.278 -0.487 0.000
H 0.00696 -6.97785 1.98739 0.258 -0.357 0.169 0.004
H -1.39630 -4.29015 3.91466 0.182 1.028 0.937 0.002
H -1.39861 -2.74645 4.97146 -0.005 -0.874 -0.024 0.002
H -0.09277 -3.96001 5.06451 0.242 0.129 -0.018 0.000
H -2.33641 -2.30482 2.88225 -0.505 -0.490 -0.435 0.001
H -1.24595 -1.34283 1.77229 -0.355 -0.607 0.995 -0.002
H -1.60763 -0.88491 3.42148 0.537 0.034 0.300 0.003
H 1.58223 -2.08222 4.59707 -1.166 0.430 -1.048 0.000
H 0.19136 -0.96468 4.68146 0.515 -0.136 -1.037 0.003
H 1.13201 0.09552 3.14097 0.529 -0.224 -0.269 -0.004
H 2.97737 -2.70744 2.87184 0.171 -0.569 -0.180 0.002
H 3.29165 -2.92061 1.21411 -0.394 0.513 -1.437 -0.014
H 4.14854 -3.93385 2.22028 -0.380 0.038 0.432 0.002
H 1.49066 -6.04382 3.65877 -0.369 0.060 0.141 0.001
H 1.95461 -4.38481 4.23715 -0.160 -0.009 0.427 0.001
H 3.14637 -5.56416 3.65782 -0.156 0.295 0.056 0.000
H 2.38836 -4.88140 0.03729 0.023 -0.968 0.298 0.001
H 1.91605 -6.45072 0.91179 -0.413 0.480 -0.101 0.001
H 3.51415 -5.89672 1.00023 -0.561 0.886 0.373 0.003
O -1.29811 2.53360 4.34196 -0.479 0.841 0.515 0.000
Cl -0.23732 1.88233 5.12367 -0.366 -0.775 -2.202 0.000
O 0.70089 1.44571 4.00141 0.158 0.168 1.257 0.000
O -0.84958 0.68566 5.73102 0.530 0.032 0.160 0.000
O 1.46789 -0.82630 2.95546 -0.933 0.964 0.088 0.007
```
Positions in Å, forces in eV/Å.

The spin multiplicity is 5. For the LUMO energy (alpha / beta), the calculation gives -3.06 / -3.33 eV. As for the total charge: +1. The calculation puts the energy above the lowest of the compared OMol25 structures with the same formula, charge and spin at 0.0 kcal per mole. As for the frontier orbital gap (alpha / beta): 0.13990 / 0.22287 hartree. For the total energy, the calculation gives -4042.6175 Ha. For the highest occupied orbital energy (alpha / beta), the calculation gives -6.864 / -9.392 eV.